{"formula": "C7H9N3S", "method": "ωB97M-V/def2-TZVPD", "homo_lumo_gap_ev": 8.829, "max_force_ha_per_bohr": 0.069, "relative_energy_kj_mol": 464.17, "smiles": "C/C=N/N=C=S.C/C=C/C#N", "e_homo_ev": -8.876, "species": ["C", "C", "C", "C", "C", "C", "C", "N", "N", "N", "S", "H", "H", "H", "H", "H", "H", "H", "H", "H"], "positions_angstrom": [[-1.4292, -1.3651, 1.3719], [1.1176, -1.3192, -0.0336], [-0.2468, -0.9201, 1.9753], [-0.2921, 0.3519, 2.3462], [-0.0273, -0.0191, -2.7353], [0.7597, 1.1012, 3.1174], [-0.6334, 0.8777, -3.7555], [-2.2850, -1.7823, 0.7108], [0.8966, -0.3770, -0.7361], [0.3044, 0.4421, -1.5867], [1.7270, -2.6569, 0.5594], [0.4575, -1.5251, 2.4161], [-1.2724, 0.9353, 2.1086], [0.1342, -1.0178, -3.2069], [1.2605, 1.8383, 2.4160], [1.4405, 0.3471, 3.4385], [0.2185, 1.7064, 3.8335], [-0.7584, 1.9231, -3.4560], [-1.5281, 0.5003, -4.2341], [0.1562, 0.9590, -4.5495]], "lowdin_charge": [-0.2715, -0.7565, -0.2516, -0.1430, -0.1745, -0.0689, -0.0871, 0.1608, 0.0222, 0.0480, 0.7058, 0.0370, 0.1517, 0.1394, 0.1047, 0.0672, 0.0731, 0.0776, 0.0726, 0.0931]}

***

{"formula": "C7H9N3S", "method": "ωB97M-V/def2-TZVPD", "homo_lumo_gap_ev": [5.045, 5.551], "max_force_ha_per_bohr": 0.103, "spin_multiplicity": 3, "s2": 2.006, "relative_energy_kj_mol": 63.39, "e_homo_ev": [-4.728, -8.647], "species": ["C", "C", "C", "C", "C", "C", "C", "N", "N", "N", "S", "H", "H", "H", "H", "H", "H", "H", "H", "H"], "positions_angstrom": [[-2.0122, 1.2104, -1.6078], [1.9474, -0.1221, -2.8578], [1.1752, 0.6276, -1.9914], [0.7062, -1.4873, -2.0169], [-0.0813, -0.3817, 2.7816], [-1.4209, 1.1145, -0.3022], [-0.4105, -0.0444, -0.2603], [-2.5846, 1.2685, -2.6181], [1.6589, -1.4242, -2.8901], [0.4632, -0.3237, -1.3784], [0.7343, 0.1015, 1.2244], [2.7696, 0.1378, -3.5351], [0.9666, 1.6626, -1.7201], [0.2353, -2.4574, -1.8243], [0.5895, -0.7946, 3.4167], [-0.9225, -0.9487, 2.4952], [-0.3556, 0.4415, 3.3819], [-0.8632, 2.0884, 0.0213], [-2.2197, 0.9664, 0.2926], [-1.0629, -0.8823, -0.0916]], "lowdin_charge": [-0.2435, -0.1801, -0.0836, -0.2019, -0.3457, -0.1972, -0.5458, 0.1547, 0.0706, -0.1522, 0.9818, 0.1028, 0.1265, 0.1312, -0.0128, 0.0261, 0.0363, 0.1436, 0.0755, 0.1136]}

***

{"formula": "C7H9N4", "method": "ωB97M-V/def2-TZVPD", "homo_lumo_gap_ev": 8.262, "max_force_ha_per_bohr": 0.109, "relative_energy_kj_mol": 221.03, "total_charge": 1, "e_homo_ev": -12.694, "species": ["C", "C", "C", "C", "C", "C", "C", "N", "N", "N", "N", "H", "H", "H", "H", "H", "H", "H", "H", "H"], "positions_angstrom": [[0.6455, -0.1909, -2.5560], [1.4316, -0.1823, -1.4816], [-0.1843, 0.1737, 3.1704], [-0.7300, 0.1003, -2.0971], [-0.3665, 0.3350, 4.4164], [1.0202, -0.0034, 1.0855], [0.6341, -0.0648, -0.2806], [-0.0734, 0.2654, 1.9311], [-4.3896, -0.3350, 0.0170], [-3.3965, 0.0238, -0.2743], [-0.6399, 0.1589, -0.7052], [0.7462, -0.2688, -3.6092], [2.4545, -0.4277, -1.4621], [-1.1250, 1.0025, -2.4001], [-1.3121, -0.7549, -2.5379], [-0.4499, 1.4202, 4.6207], [-0.8426, -0.3778, 5.2163], [1.6351, -0.9561, 1.2524], [1.6730, 0.8098, 0.9792], [-1.4946, 0.2881, -0.1939]], "lowdin_charge": [0.0406, 0.0275, -0.1642, -0.1675, 0.0212, -0.1546, -0.1342, 0.0798, 0.1107, 0.0544, 0.1082, 0.1299, 0.1197, 0.1318, 0.1797, 0.0924, 0.1249, 0.1916, 0.1409, 0.0670]}

***

{"formula": "C7H9N4OS", "method": "ωB97M-V/def2-TZVPD", "homo_lumo_gap_ev": [8.263, 8.263], "max_force_ha_per_bohr": 0.080, "relative_energy_kj_mol": 56.50, "total_charge": 1, "e_homo_ev": [-12.626, -12.626], "species": ["C", "C", "C", "C", "C", "C", "C", "N", "N", "N", "N", "O", "S", "H", "H", "H", "H", "H", "H", "H", "H", "H"], "positions_angstrom": [[2.6272, 1.3298, 0.9030], [3.0942, 0.5191, 1.8906], [1.2580, -0.3139, 0.6992], [-1.3982, -0.2315, 0.8502], [-1.4307, 0.8435, -1.1633], [-0.7035, -1.0282, -0.1613], [-0.5087, -2.5026, -0.1224], [1.5414, 0.8356, 0.2422], [-1.7915, 0.9398, 0.1225], [-0.8089, -0.3288, -1.3584], [-1.6986, 1.7224, -2.1155], [-1.6151, -0.4067, 2.0101], [2.1501, -0.9305, 2.0051], [3.0220, 2.2875, 0.6182], [3.9214, 0.6827, 2.5517], [-1.3867, -3.0137, -0.5211], [-0.3681, -2.8194, 0.9083], [0.3581, -2.8022, -0.7074], [-2.2819, 1.7130, 0.5469], [-0.4144, -0.6478, -2.2281], [-2.1985, 2.5723, -1.9126], [-1.3677, 1.5796, -3.0581]], "lowdin_charge": [-0.2237, -0.3607, -0.4561, -0.4056, -0.3358, -0.2247, -0.0099, 0.0000, 0.2358, 0.1786, 0.2490, 0.1568, 1.0593, 0.1106, 0.0710, 0.1003, 0.0984, 0.0960, 0.1872, 0.1885, 0.1418, 0.1432]}